{
  "formula": "C4H9NO2",
  "method": "ωB97M-V with the def2-TZVPD basis set",
  "smiles": "NC(=O)CCCO",
  "relative_energy_kj_mol": 69.8,
  "homo_energy_ev": -9.91,
  "gap_ev": 10.8057,
  "symbols": ["C", "H", "H", "O", "O", "H", "N", "H", "H", "C", "H", "H", "H", "H", "C", "C"],
  "coordinates": [[1.377730, 0.007638, -1.350275], [-1.414195, -1.162814, 0.208143], [2.466308, -0.126446, -1.260733], [0.916405, -0.469622, -2.600503], [0.352305, 0.696115, 2.039831], [0.747323, -1.842074, -0.465753], [-1.882255, 0.826751, 2.015972], [1.460700, -0.059817, -3.283856], [-1.155799, 0.352245, -0.641002], [-0.727733, -0.309943, 0.125793], [-2.783947, 0.614679, 1.622683], [1.287354, -0.580022, 0.682172], [-1.826053, 1.288457, 2.913936], [1.177401, 1.087112, -1.246426], [-0.695525, 0.441159, 1.468544], [0.699981, -0.763418, -0.228525]],
  "forces_ev_per_a": [[0.12, 0.11, 0.51], [0.10, 0.18, 0.05], [-0.16, -0.04, -0.06], [0.05, 0.07, -0.37], [-0.37, 0.04, -0.05], [-0.10, 0.49, 0.07], [0.02, 0.01, 0.02], [-0.21, -0.11, 0.03], [0.12, -0.11, 0.15], [0.07, -0.01, 0.09], [0.20, -0.03, -0.03], [-0.03, -0.26, -0.33], [-0.12, -0.10, -0.25], [-0.01, -0.17, 0.03], [0.18, 0.05, 0.05], [0.14, -0.14, 0.10]]
}

{
  "formula": "C19H24ClILuN6O",
  "method": "ωB97M-V with the def2-TZVPD basis set",
  "total_charge": 1,
  "homo_energy_ev": -10.37,
  "gap_ev": 7.6983,
  "symbols": ["N", "C", "H", "N", "C", "N", "C", "H", "C", "H", "C", "C", "O", "H", "H", "H", "C", "H", "C", "H", "H", "H", "C", "H", "C", "C", "H", "H", "H", "H", "C", "H", "H", "C", "H", "C", "N", "Lu", "H", "H", "C", "N", "C", "C", "H", "N", "H", "Cl", "H", "C", "I", "C", "H"],
  "coordinates": [[0.844144, 4.397680, 0.657429], [2.211780, 4.353811, 1.178059], [5.485091, -2.055263, -0.191190], [0.915729, -2.449876, 0.410391], [5.840905, 0.089371, -1.857676], [-1.493285, 1.336324, -0.919008], [3.789789, 0.075623, -0.521958], [-0.195238, 5.579941, -0.754449], [-2.593233, -3.209350, 0.054746], [3.192876, -4.891599, 0.571779], [5.751509, -1.137300, 0.338794], [5.716926, 1.369278, 0.295979], [-1.374910, -1.162034, 0.283523], [5.572190, -0.828653, -2.382042], [2.641013, 5.347614, 1.110996], [5.390025, 2.260510, -0.245659], [5.262701, 0.096934, -0.436515], [-3.642030, 3.517126, 0.099226], [-1.969092, 2.421109, -0.413945], [2.832700, 3.672464, 0.592634], [1.161577, -6.303988, 0.397585], [5.464964, 0.935199, -2.436340], [-0.182259, -4.612223, 0.298957], [5.305763, 1.402805, 1.308174], [-1.441477, -2.489519, 0.233113], [-0.220485, -3.212632, 0.325962], [2.948466, -2.401172, 0.508724], [2.226775, 4.047176, 2.226383], [-3.503900, -5.171920, -0.107498], [-3.946159, 2.065730, -0.754399], [-2.580235, -4.623661, 0.021338], [1.076685, 6.395858, 0.134207], [6.930915, 0.156117, -1.812713], [1.089242, -5.223865, 0.403859], [-1.594474, 4.271755, 0.353663], [2.080104, -3.049215, 0.479453], [-3.280689, 2.749806, -0.438221], [0.323148, -0.046014, -0.155138], [1.614842, 2.145555, 1.164114], [-0.447271, 6.071408, 0.942174], [2.208815, -4.448689, 0.498910], [-1.163823, 3.383945, 0.162515], [0.273081, 5.673467, 0.223307], [0.160715, 3.243940, 0.578982], [-2.237218, 0.733860, -1.252143], [0.640545, 2.083270, 0.908072], [5.314809, -1.169959, 1.340477], [-1.422450, -7.038013, 0.114622], [6.807647, 1.392880, 0.367834], [-1.410937, -5.305823, 0.151133], [-4.395830, -2.194875, -0.179389], [2.573875, 0.061680, -0.656976], [6.839276, -1.109184, 0.441092]],
  "forces_ev_per_a": [[0.11, 0.06, 0.01], [-0.11, 0.09, 0.02], [0.00, 0.04, 0.04], [-0.45, 0.50, -0.30], [0.06, -0.01, -0.04], [0.61, -0.22, 0.07], [-0.15, 0.05, -0.14], [0.00, -0.02, -0.04], [-0.18, -0.12, 0.05], [-0.04, 0.02, 0.00], [-0.01, -0.02, -0.05], [-0.04, 0.03, 0.00], [-0.24, -0.53, -0.24], [-0.01, 0.03, 0.01], [0.00, 0.00, 0.00], [0.02, -0.04, 0.03], [-0.02, 0.02, 0.12], [-0.01, -0.03, 0.05], [-0.08, 0.01, 0.10], [-0.01, 0.02, -0.03], [-0.02, 0.04, 0.00], [0.02, -0.03, 0.05], [0.16, -0.20, 0.03], [0.02, 0.00, -0.05], [-0.07, 0.38, 0.05], [0.34, 0.11, 0.11], [-0.01, -0.02, -0.02], [-0.02, -0.02, -0.02], [0.01, 0.05, 0.00], [-0.01, 0.01, -0.03], [-0.12, 0.14, 0.00], [0.02, 0.02, 0.00], [-0.04, -0.02, -0.01], [-0.10, -0.06, -0.01], [0.00, 0.01, -0.06], [0.14, -0.05, 0.05], [0.02, 0.06, -0.05], [0.17, 0.76, 0.53], [0.19, -0.03, 0.02], [-0.02, -0.01, 0.04], [0.07, 0.02, 0.01], [0.14, -0.14, 0.01], [0.13, -0.09, 0.04], [-0.17, 0.09, 0.07], [-0.07, -0.08, 0.01], [-0.31, -0.72, -0.44], [0.03, 0.01, -0.06], [0.02, 0.02, 0.00], [-0.07, -0.01, -0.01], [0.06, -0.10, 0.01], [0.06, -0.01, 0.01], [0.00, -0.05, 0.08], [-0.05, 0.00, -0.02]]
}

{
  "formula": "C2H10B2INO4P",
  "method": "ωB97M-V with the def2-TZVPD basis set",
  "relative_energy_kj_mol": 0.0,
  "total_charge": -1,
  "homo_energy_ev": -3.78,
  "gap_ev": 6.7089,
  "symbols": ["O", "C", "C", "H", "O", "I", "H", "H", "B", "P", "H", "N", "O", "H", "H", "H", "B", "H", "H", "O", "H"],
  "coordinates": [[-1.445287, -2.116930, 1.995220], [2.678554, 1.332521, -0.436919], [-3.220965, -0.634422, 1.897791], [-3.742886, -1.545499, 1.634243], [-1.066780, -0.040599, 2.433136], [0.237705, 1.865813, -3.355621], [-3.245088, 0.088392, 1.085642], [3.667553, 1.625736, -0.765756], [2.213166, -0.040714, -1.096370], [-0.760546, 0.193192, -1.777452], [2.822446, -1.422545, -2.274162], [-1.791397, -0.965185, 2.130755], [3.211032, -0.645084, -1.840601], [1.975531, 2.102654, -0.728547], [-3.607527, -0.202298, 2.815421], [2.643553, 1.263071, 0.644620], [0.687734, -0.725195, -0.875349], [0.369765, -0.736229, 0.295767], [0.596411, -1.864647, -1.316206], [-1.432154, 1.171591, -0.590827], [-0.790820, 1.296377, 0.125218]],
  "forces_ev_per_a": [[-0.01, -0.08, 0.13], [-0.18, -0.47, -0.27], [-0.08, -0.01, -0.19], [0.02, -0.05, -0.01], [0.02, 0.02, 0.19], [0.28, 0.43, -0.28], [0.04, 0.05, 0.01], [0.36, 0.16, -0.01], [0.16, 0.34, 0.39], [-0.83, -0.66, 0.42], [0.25, 0.25, 0.28], [0.04, 0.05, -0.12], [-0.21, -0.47, -0.51], [-0.21, 0.35, -0.04], [0.03, 0.07, 0.00], [0.05, -0.01, 0.34], [0.15, -0.08, -0.23], [-0.12, 0.12, 0.04], [0.01, -0.02, -0.12], [0.27, 0.05, 0.05], [-0.05, -0.04, -0.08]]
}

{
  "formula": "C3H7N3O2",
  "method": "ωB97M-V with the def2-TZVPD basis set",
  "smiles": "O/N=C1/NNCCO1",
  "relative_energy_kj_mol": 448.8,
  "homo_energy_ev": -8.34,
  "gap_ev": 9.2872,
  "symbols": ["H", "C", "H", "H", "H", "H", "N", "H", "C", "O", "C", "N", "O", "H", "N"],
  "coordinates": [[-1.788666, -1.718906, 0.152663], [0.981494, -0.335055, -0.237662], [-0.882230, 2.267946, -0.367232], [0.417654, -2.160232, 0.096063], [-2.578591, 0.483954, 0.441333], [3.860158, -0.087751, 0.357847], [0.016518, -1.338807, -0.408591], [-0.499486, 1.527301, 1.187542], [-0.628466, 1.334515, 0.116550], [0.619490, 0.955890, -0.410240], [-1.671609, 0.271314, -0.148344], [2.185995, -0.699961, -0.025004], [3.065497, 0.374775, 0.092472], [-1.931259, 0.109667, -1.234105], [-1.166501, -0.984652, 0.386715]],
  "forces_ev_per_a": [[-0.92, -0.60, -0.16], [0.93, 0.33, 0.00], [-0.10, 0.20, -0.12], [-0.33, 0.76, -0.82], [0.20, 0.15, -0.43], [0.32, 0.06, 0.01], [0.29, -0.68, 0.93], [-0.24, -0.18, -0.03], [-0.59, 0.04, 0.06], [0.83, -0.66, -0.36], [-0.83, -0.62, -0.14], [-0.78, -0.08, 0.13], [-0.08, 0.14, -0.15], [0.32, 0.72, 0.81], [0.98, 0.43, 0.27]]
}

{
  "formula": "C3H2BiCl2GaO4",
  "method": "ωB97M-V with the def2-TZVPD basis set",
  "relative_energy_kj_mol": 346.8,
  "total_charge": 4,
  "homo_energy_ev": -28.11,
  "gap_ev": 6.2055,
  "symbols": ["Cl", "O", "O", "O", "C", "H", "O", "C", "H", "Cl", "Bi", "Ga", "C"],
  "coordinates": [[-0.888640, -1.239623, 1.435801], [3.000871, -2.633982, -1.119288], [0.412706, -3.303723, -1.061897], [-0.348351, 4.719177, 2.556333], [-2.203353, 3.003780, 0.425881], [0.828120, -3.979860, -1.633143], [-2.793598, 3.972649, 0.288579], [2.612748, -1.547449, -1.066515], [0.161328, -3.743370, -0.222862], [-1.135840, 0.769987, -1.779407], [-0.121684, 1.175600, 0.763739], [0.513725, -0.866324, -0.814519], [-0.038031, 3.673138, 2.227297]],
  "forces_ev_per_a": [[1.36, 1.45, -1.70], [-0.64, 5.70, 0.13], [-0.52, 1.83, 1.06], [1.19, -3.35, -0.91], [-1.64, 3.02, -0.29], [-0.05, 0.09, -0.37], [2.00, -3.67, 0.47], [0.48, -5.44, -0.07], [-0.06, -0.17, -0.44], [2.36, -1.75, 1.42], [-2.45, 3.87, 2.20], [-1.03, -4.50, -2.41], [-1.00, 2.93, 0.94]]
}

{
  "formula": "C6H6N",
  "method": "ωB97M-V with the def2-TZVPD basis set",
  "relative_energy_kj_mol": 226.6,
  "total_charge": 1,
  "homo_energy_ev": [-15.20, -15.10],
  "gap_ev": [8.1569, 6.7175],
  "symbols": ["N", "H", "H", "H", "C", "C", "C", "H", "C", "H", "C", "H", "C"],
  "coordinates": [[-0.201667, 0.748676, -0.832506], [2.784538, -0.289797, -0.747067], [2.243603, 1.232110, 0.108615], [-2.001091, 1.522534, -1.540323], [-2.249767, -0.006563, 0.065160], [2.079779, 0.141462, 0.055459], [-1.399185, -0.952797, 0.766843], [0.603332, -1.805892, 1.121031], [-1.500634, 0.817123, -0.766669], [-3.262009, -0.110954, 0.118143], [0.610209, 0.002800, -0.151021], [2.404053, -0.292813, 1.074257], [-0.111165, -1.005884, 0.728072]],
  "forces_ev_per_a": [[1.99, -0.17, 0.62], [-1.48, 0.54, 0.99], [0.21, -0.45, -0.10], [0.53, -1.29, 1.57], [3.38, -2.88, 2.04], [1.75, -0.17, 0.63], [-1.46, 3.59, -2.38], [-1.11, 1.40, -0.13], [-0.87, 1.21, -1.65], [-2.69, 0.32, -0.28], [-2.02, 0.04, -0.21], [-0.66, 0.61, -1.72], [2.42, -2.73, 0.63]]
}